# C7H5Cl4F

A molecular structure, C7H5Cl4F in a non-equilibrium geometry (wB97M-V/def2-TZVPD, OMol25).

Geometry as XYZ:
```
17
Properties=species:S:1:pos:R:3:mulliken_charge:R:1
F 13.20753 -0.33479 3.46567 -0.2843
C 13.72933 -1.52764 3.13274 0.3676
C 14.92580 -1.60400 2.33881 -0.3768
C 15.53659 -2.83498 2.14570 -0.3715
C 14.81237 -4.01722 2.54952 -0.4652
C 13.75776 -3.94166 3.36672 -0.3531
C 13.15580 -2.66501 3.64211 -0.3076
H 15.34487 -0.68760 1.95024 0.3745
H 16.54353 -2.84118 1.75527 0.3601
H 15.24261 -4.99615 2.39788 0.3297
H 13.27163 -4.82434 3.75525 0.3500
H 12.30672 -2.57687 4.30371 0.3767
C 7.20383 -7.22900 7.52361 0.3770
Cl 5.70270 -8.25479 7.55758 -0.0941
Cl 6.91030 -5.49942 8.03543 -0.1026
Cl 8.48043 -7.82653 8.52071 -0.0884
Cl 7.95471 -7.31306 5.95127 -0.0921
```

Output
ΔE to the lowest compared entry with this formula, charge and spin = 0.706 eV
HOMO-LUMO gap = 9.3 eV